Entry 1:
Entry from the Open Molecules 2025 dataset: C4H6O2 in the gas phase at a distorted geometry (ωB97M-V/def2-TZVPD).

Atoms and positions in Å:
O (-1.708, -0.302, 0.181)
C (-0.743, 0.402, -0.128)
C (-0.116, 0.550, -1.500)
C (1.147, -0.092, -0.831)
C (0.596, 0.266, 0.613)
O (0.608, -0.667, 1.652)
H (0.304, 1.580, -1.867)
H (-0.775, 0.021, -2.142)
H (1.260, -1.152, -0.964)
H (2.042, 0.503, -0.935)
H (0.895, 1.319, 0.889)
H (-0.230, -1.279, 1.438)

Summary:
Kohn-Sham gap ... 10.5 eV
Spin multiplicity ... 1
E_HOMO ... -9.80 eV
LUMO ... 0.75 eV
Total energy ... -306.424713 Ha
SMILES ... O=C1CC[C@@H]1O

=====

Entry 2:
Entry from the Open Molecules 2025 dataset: C8H7ClFN in the gas phase at a distorted geometry (ωB97M-V/def2-TZVPD).

Atoms and positions in Å:
F (-1.503, -2.258, -0.983)
C (-1.032, -0.904, -0.549)
C (0.183, -0.857, 0.007)
N (1.094, -1.833, 0.284)
C (2.196, -1.256, 0.876)
C (2.053, 0.081, 0.972)
C (0.776, 0.425, 0.392)
C (0.158, 1.573, 0.072)
C (-1.118, 1.557, -0.718)
C (-1.920, 0.256, -0.628)
Cl (-2.942, 0.315, 0.906)
H (0.936, -2.816, 0.147)
H (3.021, -1.874, 1.179)
H (2.763, 0.774, 1.375)
H (0.598, 2.535, 0.286)
H (-1.759, 2.387, -0.416)
H (-0.852, 1.721, -1.771)
H (-2.652, 0.174, -1.430)

Summary:
Kohn-Sham gap ... 7.7 eV
Spin multiplicity ... 1
E_HOMO ... -7.47 eV
LUMO ... 0.27 eV
Total energy ... -923.817884 Ha
SMILES ... FC1=c2[nH]ccc2=CC[C@@H]1Cl

=====

Entry 3:
Entry from the Open Molecules 2025 dataset: a 10-piece molecular cluster, C37H50F9O35P2 overall at a distorted geometry (ωB97M-V/def2-TZVPD).

Atoms and positions in Å:
C (2.162, -0.623, 0.710)
C (2.291, 0.461, 1.439)
C (3.041, 1.658, 0.979)
C (2.277, 2.594, 0.004)
O (1.654, 3.552, 0.805)
P (0.573, 4.600, -0.106)
O (-0.420, 5.606, -1.082)
C (-0.894, 3.843, 0.876)
O (-2.035, 4.708, 0.908)
C (-3.093, 4.221, 1.684)
C (-4.001, 3.317, 0.871)
O (-4.530, 2.263, 1.662)
C (-4.898, 1.104, 0.927)
C (-6.361, 1.123, 0.548)
O (0.412, 3.256, -1.283)
C (1.120, 2.090, -0.845)
P (1.333, 1.326, -2.448)
O (1.684, -0.080, -2.572)
O (2.303, 2.251, -3.288)
O (-0.086, 1.672, -3.078)
H (1.313, -1.271, 0.848)
H (2.846, -0.834, -0.086)
H (1.862, 0.471, 2.428)
H (4.024, 1.399, 0.597)
H (3.221, 2.300, 1.829)
H (3.013, 3.041, -0.668)
H (0.693, 5.639, 0.871)
H (1.732, 5.067, -0.814)
H (-0.740, 5.085, -1.832)
H (-0.567, 3.650, 1.894)
H (-1.207, 2.909, 0.414)
H (-2.745, 3.627, 2.528)
H (-3.664, 5.052, 2.088)
H (-4.825, 3.892, 0.452)
H (-3.422, 2.917, 0.045)
H (-4.693, 0.256, 1.569)
H (-4.275, 1.006, 0.047)
H (-6.501, 1.715, -0.349)
H (-6.913, 1.576, 1.357)
H (-6.751, 0.127, 0.398)
H (0.434, 1.481, -0.266)
H (1.781, 2.911, -3.771)
H (-0.515, 2.300, -2.461)
C (-7.174, -3.464, -2.088)
C (-5.976, -2.571, -2.336)
O (-5.857, -1.873, -1.115)
C (-6.375, -2.662, -0.125)
O (-6.224, -2.492, 1.032)
O (-7.091, -3.679, -0.677)
F (-6.185, -1.687, -3.344)
H (-8.100, -2.942, -2.329)
H (-7.134, -4.410, -2.620)
H (-5.047, -3.107, -2.535)
C (-0.095, -3.233, -1.680)
C (-1.267, -4.161, -1.504)
O (-0.809, -5.059, -0.507)
C (0.117, -4.374, 0.259)
O (0.504, -4.744, 1.311)
O (0.469, -3.241, -0.369)
F (-1.547, -4.877, -2.638)
H (0.635, -3.620, -2.394)
H (-0.382, -2.233, -1.970)
H (-2.175, -3.668, -1.161)
C (6.036, -0.451, 4.351)
C (6.546, 0.860, 3.787)
O (5.358, 1.619, 3.663)
C (4.470, 1.164, 4.589)
O (3.479, 1.722, 4.911)
O (4.890, -0.022, 5.094)
F (7.113, 0.712, 2.569)
H (5.722, -1.119, 3.549)
H (6.748, -0.954, 4.998)
H (7.246, 1.391, 4.433)
C (-0.854, -0.366, 6.587)
C (0.610, -0.334, 6.200)
O (0.542, -0.279, 4.787)
C (-0.631, 0.330, 4.448)
O (-0.898, 0.772, 3.388)
O (-1.459, 0.372, 5.526)
F (1.263, -1.462, 6.578)
H (-1.240, -1.386, 6.592)
H (-1.058, 0.108, 7.543)
H (1.164, 0.533, 6.564)
C (-3.134, 0.320, -4.528)
C (-2.361, -0.931, -4.882)
O (-1.756, -1.274, -3.646)
C (-2.561, -0.798, -2.653)
O (-2.503, -1.131, -1.515)
O (-3.446, 0.086, -3.148)
F (-1.398, -0.696, -5.802)
H (-2.499, 1.202, -4.618)
H (-4.041, 0.451, -5.109)
H (-2.977, -1.764, -5.226)
C (-1.302, -1.276, -9.416)
C (-2.291, -1.957, -10.342)
O (-3.425, -2.113, -9.507)
C (-3.388, -1.134, -8.559)
O (-4.288, -0.843, -7.847)
O (-2.175, -0.546, -8.549)
F (-1.869, -3.173, -10.756)
H (-0.741, -2.009, -8.836)
H (-0.616, -0.603, -9.919)
H (-2.573, -1.371, -11.218)
C (-2.055, 4.100, 5.254)
C (-2.154, 3.718, 6.720)
O (-2.038, 4.966, 7.373)
C (-2.490, 5.932, 6.516)
O (-2.753, 7.040, 6.837)
O (-2.607, 5.427, 5.273)
F (-1.142, 2.909, 7.120)
H (-1.015, 4.140, 4.927)
H (-2.620, 3.456, 4.588)
H (-3.098, 3.253, 7.004)
C (10.740, 2.363, 1.855)
C (12.036, 1.577, 1.811)
O (12.004, 0.873, 3.039)
C (10.697, 0.708, 3.396)
O (10.310, -0.031, 4.235)
O (9.909, 1.507, 2.644)
F (13.129, 2.375, 1.780)
H (10.878, 3.315, 2.368)
H (10.294, 2.533, 0.880)
H (12.105, 0.860, 0.992)
C (-0.004, -8.008, -1.900)
C (1.253, -7.247, -2.256)
O (1.867, -8.107, -3.204)
C (0.887, -8.836, -3.809)
O (1.028, -9.469, -4.799)
O (-0.271, -8.721, -3.117)
F (2.074, -7.084, -1.196)
H (0.178, -8.720, -1.094)
H (-0.836, -7.364, -1.637)
H (1.074, -6.275, -2.718)

Summary:
Kohn-Sham gap ... 6.6 eV
Spin multiplicity ... 1
E_HOMO ... -5.05 eV
LUMO ... 1.55 eV
Total charge ... -1
Total energy ... -5655.020123 Ha

=====

Entry 4:
Entry from the Open Molecules 2025 dataset: C19H18IrN5S as an isolated structure (ωB97M-V/def2-TZVPD).

Atoms and positions in Å:
Ir (1.039, -0.227, -0.010)
C (-1.707, 0.854, -0.019)
N (-0.250, 1.296, -0.006)
C (0.071, 2.083, -1.249)
C (0.286, 1.133, -2.400)
C (0.012, 1.443, -3.713)
C (0.346, 0.523, -4.702)
C (0.931, -0.681, -4.342)
C (1.167, -0.937, -3.006)
N (0.857, -0.044, -2.055)
C (0.060, 2.070, 1.249)
C (0.283, 1.111, 2.391)
C (0.005, 1.408, 3.707)
C (0.350, 0.484, 4.688)
C (0.949, -0.711, 4.318)
C (1.187, -0.954, 2.980)
N (0.866, -0.056, 2.037)
C (-1.831, -0.636, 0.011)
C (-3.039, -1.307, 0.038)
C (-3.028, -2.693, 0.052)
C (-1.812, -3.371, 0.039)
C (-0.647, -2.642, 0.014)
N (-0.665, -1.296, 0.001)
H (-2.212, 1.301, 0.837)
H (-2.178, 1.255, -0.917)
H (-0.722, 2.807, -1.441)
H (0.993, 2.636, -1.060)
H (-0.448, 2.390, -3.965)
H (0.148, 0.748, -5.742)
H (1.201, -1.419, -5.085)
H (1.611, -1.868, -2.676)
H (0.978, 2.633, 1.068)
H (-0.738, 2.786, 1.446)
H (-0.465, 2.347, 3.967)
H (0.149, 0.697, 5.730)
H (1.228, -1.451, 5.055)
H (1.642, -1.876, 2.642)
H (-3.970, -0.756, 0.047)
H (-3.959, -3.244, 0.073)
H (-1.770, -4.451, 0.048)
H (0.328, -3.117, 0.005)
S (5.691, 0.816, -0.023)
C (4.109, 0.555, -0.017)
N (2.950, 0.360, -0.014)

Summary:
Kohn-Sham gap (alpha / beta) ... 8.1 / 6.4 eV
Spin multiplicity ... 2
E_HOMO (alpha / beta) ... -19.08 / -19.12 eV
LUMO (alpha / beta) ... -10.99 / -12.70 eV
Total charge ... +3
Total energy ... -1510.156250 Ha
⟨S²⟩ ... 0.768

=====

Number 1: molar mass 86.1 g mol⁻¹. Number 2: molar mass 171.6 g mol⁻¹. Number 3: molar mass 1287.7 g mol⁻¹. Number 4: molar mass 540.7 g mol⁻¹.